Computed, not measured: 3 unconnected molecules or ions with the total composition C19H49N2O12P3, with wB97M-V/def2-TZVPD.

```
85
Properties=species:S:1:pos:R:3:forces:R:3:mulliken_charge:R:1
C 3.048 -2.011 -0.354 -0.07 -0.02 0.09 -1.221
C 2.331 -0.668 -0.446 0.17 0.15 -0.13 -0.052
O 1.455 -0.681 -1.586 -0.15 -0.08 0.17 -0.289
P 0.690 0.624 -2.106 -0.01 0.09 -0.13 0.811
O 1.508 1.504 -2.960 -0.06 -0.12 0.15 -0.865
C -0.016 1.482 -0.675 -0.02 0.11 -0.17 -0.738
C -1.516 1.854 -0.760 0.13 0.06 0.13 -0.159
C -2.244 1.570 0.555 0.01 0.17 0.28 -1.795
N -2.658 0.185 0.778 -0.03 0.09 -0.24 0.685
C -3.521 -0.357 -0.279 -0.11 0.06 0.08 -1.420
C -2.949 -1.588 -1.008 0.03 -0.17 0.04 -0.240
C -1.591 -2.055 -0.503 -0.05 -0.03 0.06 0.850
N -1.166 -3.231 -1.275 0.04 -0.10 0.15 -0.546
C -3.296 0.093 2.081 0.14 -0.06 0.12 -1.074
C -3.503 -1.324 2.580 -0.11 -0.02 0.11 -0.488
O -2.269 -1.865 3.006 0.12 0.01 -0.22 -0.353
C -2.251 -3.270 3.048 -0.07 -0.04 0.11 -0.800
O -0.556 -0.044 -2.837 0.14 0.04 -0.11 -0.174
C -0.349 -0.526 -4.191 0.00 0.06 0.08 -0.281
C -1.399 -1.566 -4.496 -0.07 0.01 -0.02 -1.144
H 2.747 -2.640 -1.193 0.06 0.05 0.01 0.288
H 2.787 -2.536 0.566 0.03 0.01 -0.06 0.339
H 4.132 -1.907 -0.381 -0.06 -0.05 -0.04 0.227
H 3.041 0.157 -0.562 -0.05 -0.06 0.03 0.469
H 1.729 -0.482 0.448 0.03 -0.01 -0.04 0.162
H 0.611 2.379 -0.645 -0.14 -0.02 0.19 0.474
H 0.161 0.936 0.253 0.04 -0.18 -0.15 0.307
H -1.979 1.353 -1.608 -0.11 -0.05 0.10 0.327
H -1.623 2.925 -0.952 0.10 -0.08 -0.04 0.325
H -3.090 2.269 0.685 -0.02 -0.12 -0.21 0.619
H -1.544 1.802 1.369 -0.12 0.12 -0.05 0.486
H -4.487 -0.623 0.165 0.05 0.07 -0.08 0.513
H -3.749 0.423 -1.011 0.02 0.01 0.06 0.508
H -2.859 -1.391 -2.077 0.00 0.01 0.02 -0.375
H -3.660 -2.420 -0.906 0.08 0.02 -0.05 0.677
H -0.847 -1.271 -0.653 -0.12 -0.10 0.03 -0.580
H -1.636 -2.239 0.578 0.01 0.06 -0.10 -0.002
H -0.243 -3.522 -0.968 0.00 0.06 -0.09 0.262
H -1.781 -4.013 -1.070 -0.01 0.04 -0.05 0.246
H -2.657 0.601 2.810 -0.11 0.00 -0.01 0.427
H -4.274 0.608 2.074 0.05 -0.01 0.06 0.483
H -4.211 -1.297 3.421 0.03 -0.05 -0.05 0.503
H -3.948 -1.963 1.803 0.07 0.07 0.01 0.257
H -1.212 -3.582 3.163 -0.06 0.01 0.02 0.244
H -2.651 -3.704 2.121 0.05 0.03 0.04 0.304
H -2.835 -3.661 3.893 0.01 0.03 -0.07 0.311
H 0.660 -0.939 -4.269 -0.08 -0.02 -0.02 0.321
H -0.418 0.338 -4.856 0.05 -0.09 -0.01 0.257
H -1.229 -1.970 -5.498 -0.02 0.01 0.07 0.425
H -2.399 -1.125 -4.473 0.04 0.02 -0.03 0.262
H -1.370 -2.376 -3.765 0.09 0.03 -0.04 0.222
C 7.633 -6.498 -0.907 -0.11 -0.04 0.04 -0.677
O 8.088 -5.314 -0.241 0.15 0.00 -0.06 -0.313
P 7.416 -3.920 -0.602 -0.03 0.07 0.07 0.934
O 5.989 -3.810 -0.311 0.00 0.03 -0.04 -0.572
O 7.751 -3.663 -2.123 -0.09 -0.09 -0.07 -0.306
C 9.035 -3.945 -2.687 0.08 0.10 0.04 -0.667
O 8.368 -2.927 0.176 0.00 -0.04 0.00 -0.296
C 7.907 -2.290 1.378 0.01 0.00 0.02 -0.642
H 7.547 -7.283 -0.159 0.01 0.00 -0.01 0.263
H 6.659 -6.343 -1.373 0.00 0.00 0.01 0.340
H 8.364 -6.792 -1.659 0.00 0.02 -0.01 0.246
H 8.972 -4.853 -3.284 -0.01 -0.01 0.01 0.257
H 9.795 -4.060 -1.915 0.00 -0.01 -0.01 0.334
H 9.298 -3.108 -3.330 0.00 -0.01 0.00 0.269
H 8.794 -2.009 1.938 0.00 0.00 0.00 0.253
H 7.291 -2.965 1.967 0.01 0.00 0.00 0.317
H 7.330 -1.403 1.123 -0.01 -0.01 0.00 0.265
C -6.738 6.624 2.854 -0.08 -0.09 -0.07 -0.672
O -5.689 7.045 1.974 0.08 0.13 0.14 -0.335
P -4.460 6.072 1.712 0.06 -0.05 -0.18 0.972
O -4.779 4.818 1.035 0.05 -0.05 0.07 -0.627
O -3.769 5.854 3.116 -0.14 -0.09 0.08 -0.269
C -3.611 6.908 4.070 0.11 0.08 -0.05 -0.691
O -3.475 7.044 0.950 -0.03 0.02 0.00 -0.287
C -3.271 6.891 -0.465 0.00 0.01 0.00 -0.603
H -7.683 6.894 2.390 0.00 0.00 0.01 0.265
H -6.716 5.546 3.015 0.00 0.00 -0.01 0.336
H -6.640 7.145 3.806 0.01 -0.01 0.00 0.244
H -4.335 6.775 4.874 -0.01 0.00 -0.01 0.259
H -3.742 7.888 3.611 -0.01 -0.01 0.01 0.339
H -2.605 6.833 4.475 -0.01 0.01 0.00 0.269
H -2.920 7.851 -0.832 0.00 -0.01 0.00 0.250
H -4.196 6.613 -0.965 0.00 0.00 0.00 0.324
H -2.518 6.125 -0.644 -0.01 -0.01 0.00 0.223
```
Forces are in eV/Å.

Properties
SMILES string: CCOP(=O)(CCCN(CCCN)CCOC)OCC.COP(=O)(OC)OC.COP(=O)(OC)OC
HOMO (eV): -8.1



Computed, not measured: 4 unconnected molecules or ions with the total composition C19H49N3O9, with wB97M-V/def2-TZVPD.

```
80
Properties=species:S:1:pos:R:3:forces:R:3:mulliken_charge:R:1
C 5.078 -1.341 2.429 -0.27 -0.10 0.74 -0.869
O 4.003 -0.655 1.845 -1.47 1.15 -1.45 -0.239
C 4.230 0.717 1.479 -0.19 -0.32 2.00 -0.762
C 2.954 1.379 1.014 1.05 -1.10 -1.89 -0.160
N 2.363 0.571 -0.134 0.07 0.72 -1.24 0.463
H 2.216 -0.373 0.193 -0.30 -0.68 0.20 0.077
H 1.459 0.985 -0.313 -1.07 -0.11 -0.15 -0.041
C 3.076 0.480 -1.571 -0.37 0.00 2.03 -1.001
C 2.268 -0.443 -2.501 0.02 1.66 -0.02 -0.329
O 0.990 0.143 -2.760 -0.65 -0.60 1.82 0.068
C 0.848 1.068 -3.827 1.30 -0.79 -0.74 -1.102
H 4.713 -2.320 2.739 0.04 -0.31 -0.85 0.247
H 5.269 -0.941 3.425 0.84 0.68 -0.20 0.345
H 5.893 -1.358 1.705 0.41 -0.24 0.57 0.363
H 5.103 0.888 0.849 -0.04 -0.27 -0.27 0.467
H 4.366 1.272 2.407 0.84 0.13 0.23 0.449
H 3.219 2.338 0.568 -0.24 0.22 0.44 0.391
H 2.241 1.443 1.836 -0.18 -0.03 -0.41 0.037
H 4.052 0.090 -1.281 0.11 0.00 -0.60 0.502
H 3.138 1.500 -1.950 0.08 -0.08 0.12 0.361
H 2.170 -1.417 -2.021 -0.37 0.00 -0.25 0.191
H 2.798 -0.534 -3.449 0.28 -0.22 0.05 0.498
H 1.096 0.484 -4.714 0.07 0.35 -0.47 0.369
H 1.576 1.869 -3.702 -0.24 0.30 -0.18 0.312
H -0.167 1.442 -3.962 0.05 -0.10 0.69 0.238
C 1.617 -3.398 0.143 -1.14 0.61 -0.17 -0.739
O 0.927 -2.098 0.280 -0.08 -1.18 -0.57 -0.207
C -0.495 -2.220 0.494 0.62 0.14 1.19 -0.286
C -1.382 -2.492 -0.742 1.40 1.23 -0.15 -0.586
N -1.061 -1.448 -1.771 -0.79 -0.58 -1.88 1.393
H -1.536 -0.583 -1.555 -0.62 1.06 0.56 -0.371
H -0.109 -1.137 -1.897 0.92 -0.14 0.30 -0.426
C -1.528 -1.762 -3.223 1.23 -0.88 1.02 -0.467
C -0.600 -2.846 -3.777 1.67 -0.49 -0.23 -0.714
O 0.794 -2.406 -3.897 -2.52 1.12 0.67 -0.072
C 1.697 -3.388 -4.260 0.80 -0.37 -0.68 -0.927
H 1.356 -3.842 -0.818 0.52 0.26 -0.44 0.153
H 1.233 -4.154 0.828 0.08 0.37 0.64 0.410
H 2.682 -3.225 0.296 -0.20 -0.04 -0.18 0.196
H -0.744 -1.305 1.031 -0.30 0.36 -0.68 -0.405
H -0.601 -2.959 1.288 -0.47 -0.58 -0.35 0.640
H -2.440 -2.281 -0.590 0.02 -0.78 0.57 0.420
H -1.159 -3.474 -1.161 -0.37 0.08 0.06 0.413
H -1.483 -0.807 -3.746 -0.24 -0.26 -0.07 0.265
H -2.523 -2.193 -3.117 -0.10 0.36 -0.34 0.474
H -0.883 -3.326 -4.713 -0.50 0.70 -0.37 0.537
H -0.606 -3.715 -3.119 -0.03 -0.05 0.51 0.374
H 1.444 -3.868 -5.206 -0.32 -0.33 0.05 0.350
H 1.857 -4.116 -3.466 -0.02 -0.25 0.00 0.324
H 2.632 -2.875 -4.484 0.13 -0.03 0.27 0.261
C -1.517 4.930 2.225 0.92 0.59 0.93 -0.560
O -2.394 4.283 3.160 -0.72 -0.36 0.55 -0.374
C -1.762 3.614 4.300 0.28 0.59 -2.40 -0.651
C -1.090 2.420 3.660 0.94 -1.32 0.75 -0.559
N -2.023 1.655 2.697 0.66 0.68 2.70 0.382
H -2.857 2.224 2.654 -0.66 0.37 -0.41 0.601
H -1.508 1.821 1.845 -0.22 -1.11 -1.60 -0.148
C -2.419 0.236 3.095 -0.57 1.64 -1.32 -0.864
C -3.437 -0.258 2.061 -0.05 -0.41 -0.88 0.298
O -4.368 0.741 1.654 0.02 -0.89 0.59 -0.448
C -5.211 0.239 0.554 0.71 1.49 0.99 -0.611
H -0.948 5.663 2.796 0.11 0.28 -0.11 0.354
H -2.012 5.454 1.407 -0.74 -0.27 0.50 0.271
H -0.776 4.309 1.721 -0.12 -0.66 0.14 0.122
H -2.450 3.267 5.071 -0.70 0.33 -0.52 0.314
H -1.071 4.283 4.812 0.33 -0.07 -0.16 0.419
H -0.690 1.779 4.446 -0.42 -0.51 0.02 0.496
H -0.199 2.599 3.060 -0.19 0.71 -0.01 0.200
H -2.993 0.299 4.019 0.59 0.24 0.29 0.420
H -1.492 -0.330 3.186 -0.39 -0.27 0.00 0.433
H -3.899 -1.132 2.520 -0.47 -0.06 0.07 0.591
H -2.997 -0.624 1.133 0.67 -0.05 -0.04 -0.431
H -5.777 -0.646 0.845 0.30 -0.15 -0.11 0.304
H -4.534 0.163 -0.297 -0.30 -0.51 -0.25 0.199
H -5.906 1.059 0.377 0.00 -0.18 -0.10 0.268
O -1.987 3.108 -0.555 0.33 0.04 -0.09 -0.448
C -1.742 1.788 -0.759 1.59 0.67 2.91 0.751
O -0.863 1.273 0.006 0.27 -0.20 -0.03 -0.689
O -2.466 1.262 -1.566 -0.95 -2.44 -2.18 -0.791
H -2.653 3.156 -1.245 -0.68 1.29 -0.15 0.264
```
Forces are in eV/Å.

Properties
Energy above the lowest of the compared OMol25 structures with the same formula, charge and spin (kJ/mol): 58.10
HOMO (eV): -14.6
Charge: +2